# 1
{"formula": "C4H14O2S2", "method": "ωB97M-V/def2-TZVPD", "lumo_energy_ev": [-3.77, -7.80], "s2": 0.76, "spin_multiplicity": 2, "homo_ha": [-0.530, -0.532], "charge": 1, "orbital_gap_ev": [10.659, 6.671], "e_tot_ev": -30132.2068, "e_above_lowest_kj_mol": 30.6, "species": ["C", "C", "C", "S", "S", "C", "H", "H", "H", "H", "H", "H", "H", "H", "H", "H", "H", "H", "O", "H", "H", "O"], "xyz": [[0.89, 0.00, -2.25], [1.90, -0.57, -1.25], [-0.48, 0.17, -1.62], [-0.48, 1.87, -0.89], [-2.09, 2.27, 0.27], [-2.11, 1.36, 1.83], [1.13, 0.87, -2.87], [0.74, -0.66, -3.13], [1.47, -1.17, -0.45], [2.76, -1.05, -1.70], [2.33, 0.30, -0.74], [-1.32, 0.16, -2.32], [-0.67, -0.50, -0.78], [-3.04, 1.69, 2.30], [-2.08, 0.31, 1.59], [-1.30, 1.75, 2.44], [-0.37, -2.96, 2.00], [0.09, -2.65, 0.67], [-0.29, -2.18, 1.42], [0.37, -0.14, 1.68], [1.66, 0.69, 1.62], [0.90, 0.46, 2.19]]}

=====

# 2
{"formula": "C42H76IN2O15S6", "method": "ωB97M-V/def2-TZVPD", "lumo_energy_ev": 1.53, "homo_ha": -0.145, "charge": -1, "orbital_gap_ev": 5.479, "e_tot_ev": -151591.4318, "species": ["C", "C", "C", "N", "C", "C", "O", "O", "N", "C", "C", "C", "I", "C", "C", "C", "O", "C", "C", "C", "C", "C", "C", "C", "H", "H", "H", "H", "H", "H", "H", "H", "H", "H", "H", "H", "H", "H", "H", "H", "H", "H", "H", "H", "H", "H", "H", "H", "H", "H", "H", "H", "C", "C", "C", "S", "O", "O", "C", "H", "H", "H", "H", "H", "H", "H", "H", "C", "C", "C", "S", "O", "O", "C", "H", "H", "H", "H", "H", "H", "H", "H", "C", "C", "C", "S", "O", "O", "C", "H", "H", "H", "H", "H", "H", "H", "H", "C", "C", "C", "S", "O", "O", "C", "H", "H", "H", "H", "H", "H", "H", "H", "C", "C", "C", "S", "O", "O", "C", "H", "H", "H", "H", "H", "H", "H", "H", "C", "C", "C", "S", "O", "O", "C", "H", "H", "H", "H", "H", "H", "H", "H"], "xyz": [[-4.30, -0.59, 2.06], [-4.77, -0.29, 0.62], [-4.28, 1.04, 0.03], [-3.07, 0.83, -0.75], [-2.54, 2.00, -1.40], [-3.23, 2.16, -2.80], [-3.08, 1.17, -3.55], [-3.87, 3.23, -2.98], [-1.08, 1.93, -1.59], [-0.41, 0.78, -1.08], [0.21, 0.73, 0.33], [0.36, -0.73, 0.73], [-0.95, 1.72, 1.85], [-0.37, 3.18, -1.48], [0.93, 3.18, -2.29], [0.77, 2.48, -3.64], [2.03, 2.61, -1.57], [3.10, 3.49, -1.36], [2.85, 4.60, -0.37], [2.22, 4.33, 0.85], [1.97, 5.36, 1.75], [2.35, 6.66, 1.45], [3.00, 6.93, 0.26], [3.24, 5.90, -0.65], [-3.61, 0.18, 2.40], [-3.74, -1.53, 2.08], [-5.11, -0.63, 2.77], [-4.44, -1.10, -0.03], [-5.86, -0.29, 0.60], [-4.05, 1.76, 0.82], [-5.07, 1.45, -0.60], [-3.22, 0.11, -1.45], [-2.80, 2.89, -0.82], [0.48, 0.59, -1.71], [-1.05, -0.09, -1.19], [1.17, 1.22, 0.35], [-0.63, -1.10, 1.01], [0.67, -1.34, -0.13], [1.01, -0.88, 1.59], [-0.99, 3.96, -1.93], [-0.17, 3.50, -0.45], [1.18, 4.23, -2.50], [-0.27, 2.43, -3.93], [1.20, 1.48, -3.61], [1.32, 3.04, -4.41], [3.96, 2.89, -1.05], [3.39, 3.96, -2.31], [1.91, 3.32, 1.07], [1.46, 5.13, 2.68], [2.14, 7.46, 2.15], [3.31, 7.94, 0.03], [3.75, 6.13, -1.58], [7.97, 1.03, -0.87], [8.84, 1.43, 0.33], [8.49, 2.88, 0.68], [6.78, 3.12, 0.16], [6.76, 4.08, -0.91], [5.94, 3.28, 1.32], [6.55, 1.49, -0.54], [8.00, -0.05, -1.06], [8.31, 1.53, -1.78], [8.61, 0.78, 1.18], [9.90, 1.33, 0.11], [8.56, 3.10, 1.74], [9.09, 3.59, 0.11], [5.90, 1.56, -1.41], [6.09, 0.87, 0.23], [0.58, -5.73, 3.90], [2.10, -5.93, 4.04], [2.76, -5.28, 2.81], [1.64, -3.95, 2.31], [1.11, -4.27, 1.00], [2.27, -2.68, 2.57], [0.38, -4.27, 3.53], [0.04, -5.97, 4.81], [0.19, -6.37, 3.10], [2.44, -5.44, 4.95], [2.36, -6.98, 4.11], [3.73, -4.84, 3.03], [2.84, -5.97, 1.98], [-0.59, -4.05, 3.08], [0.56, -3.61, 4.37], [-5.18, -4.58, 6.04], [-5.43, -5.24, 4.68], [-4.09, -5.82, 4.20], [-3.16, -6.21, 5.69], [-1.99, -5.36, 5.74], [-3.02, -7.64, 5.84], [-4.37, -5.58, 6.85], [-6.11, -4.32, 6.54], [-4.60, -3.66, 5.91], [-6.16, -6.04, 4.79], [-5.82, -4.53, 3.95], [-4.20, -6.74, 3.63], [-3.51, -5.10, 3.64], [-3.84, -5.15, 7.70], [-4.98, -6.43, 7.18], [5.38, 4.60, -5.58], [4.67, 3.49, -6.37], [5.56, 2.24, -6.28], [6.45, 2.38, -4.73], [7.86, 2.50, -5.01], [5.98, 1.38, -3.80], [5.80, 3.97, -4.26], [4.72, 5.46, -5.42], [6.26, 4.95, -6.13], [3.70, 3.28, -5.92], [4.50, 3.77, -7.41], [4.98, 1.32, -6.26], [6.30, 2.20, -7.08], [6.57, 4.52, -3.72], [4.95, 3.80, -3.61], [-10.35, -0.15, 3.37], [-10.57, -0.80, 2.00], [-9.21, -0.90, 1.31], [-7.99, -1.02, 2.63], [-7.19, 0.17, 2.61], [-7.40, -2.34, 2.64], [-9.15, -0.87, 3.99], [-11.23, -0.23, 4.01], [-10.12, 0.91, 3.25], [-10.99, -1.80, 2.14], [-11.27, -0.23, 1.40], [-9.12, -1.78, 0.68], [-8.97, -0.01, 0.74], [-8.67, -0.33, 4.80], [-9.41, -1.88, 4.31], [-0.39, -2.46, -3.54], [1.09, -2.82, -3.34], [1.82, -2.53, -4.66], [0.89, -1.21, -5.46], [0.33, -1.72, -6.68], [1.66, 0.00, -5.45], [-0.40, -1.10, -4.22], [-0.93, -2.44, -2.60], [-0.86, -3.20, -4.18], [1.51, -2.20, -2.54], [1.22, -3.86, -3.04], [2.84, -2.19, -4.51], [1.81, -3.39, -5.33], [-1.34, -0.84, -4.71], [-0.12, -0.30, -3.54]]}

=====

# 3
{"formula": "C6H14NO", "method": "ωB97M-V/def2-TZVPD", "lumo_energy_ev": -8.00, "homo_ha": -0.451, "charge": 1, "orbital_gap_ev": 4.271, "e_tot_ev": -9976.6818, "e_above_lowest_kj_mol": 343.8, "species": ["O", "C", "C", "C", "C", "C", "C", "N", "H", "H", "H", "H", "H", "H", "H", "H", "H", "H", "H", "H", "H", "H"], "xyz": [[-1.66, -0.24, -0.83], [-1.01, -1.06, -1.40], [0.41, -1.29, -0.96], [0.99, -0.56, 0.08], [2.22, -1.21, 0.71], [1.32, 0.91, -0.51], [1.60, 1.86, 0.63], [-4.61, 0.34, 0.78], [-1.39, -1.65, -2.24], [1.01, -2.03, -1.50], [0.19, -0.34, 0.80], [2.61, -0.60, 1.52], [1.96, -2.19, 1.12], [2.99, -1.39, -0.03], [2.18, 0.82, -1.18], [0.49, 1.26, -1.11], [0.74, 1.97, 1.28], [2.46, 1.55, 1.22], [1.83, 2.84, 0.21], [-3.93, 0.23, 0.04], [-5.12, 1.20, 0.64], [-5.28, -0.42, 0.75]]}

=====

# 4
{"formula": "C34H47F36N3NbO5", "method": "ωB97M-V/def2-TZVPD", "lumo_energy_ev": 1.40, "homo_ha": -0.185, "charge": -1, "orbital_gap_ev": 6.428, "e_tot_ev": -150100.3858, "e_above_lowest_kj_mol": 333.5, "species": ["C", "C", "C", "N", "Nb", "C", "C", "N", "C", "C", "C", "C", "N", "C", "C", "C", "O", "C", "F", "F", "C", "F", "F", "H", "H", "H", "H", "H", "H", "H", "H", "H", "H", "H", "H", "H", "H", "H", "H", "H", "H", "H", "H", "H", "H", "H", "H", "H", "H", "H", "H", "H", "H", "H", "C", "C", "C", "F", "F", "F", "F", "O", "C", "C", "F", "F", "F", "F", "H", "H", "H", "H", "C", "C", "C", "F", "F", "F", "F", "O", "C", "C", "F", "F", "F", "F", "H", "H", "H", "H", "C", "C", "C", "F", "F", "F", "F", "O", "C", "C", "F", "F", "F", "F", "H", "H", "H", "H", "C", "C", "C", "F", "F", "F", "F", "O", "C", "C", "F", "F", "F", "F", "H", "H", "H", "H"], "xyz": [[0.41, 8.00, 0.34], [-0.66, 6.99, -0.32], [-0.64, 7.06, -1.95], [0.13, 5.87, -2.38], [-0.95, 4.33, -3.36], [-0.17, 2.65, -2.05], [1.10, 2.91, -1.14], [2.16, 3.82, -1.62], [-2.82, 4.55, -2.04], [-4.05, 4.68, -3.06], [-5.28, 3.69, -2.83], [-4.91, 2.22, -2.35], [-4.75, 2.00, -0.92], [-3.64, 1.21, -0.42], [-5.66, 2.61, -0.01], [-5.56, 4.14, 0.50], [-6.65, 1.96, 0.40], [0.67, 4.05, -5.00], [-0.07, 3.96, -6.25], [1.49, 5.23, -5.18], [1.53, 2.71, -4.95], [2.84, 2.88, -4.38], [1.84, 2.41, -6.34], [1.28, 8.20, -0.37], [0.79, 7.68, 1.35], [-0.18, 8.97, 0.50], [-0.43, 5.92, 0.00], [-1.71, 7.24, 0.06], [-1.67, 7.19, -2.39], [0.00, 7.99, -2.18], [1.02, 6.13, -2.83], [-1.68, 5.59, -4.44], [-1.92, 3.06, -4.28], [0.00, 1.65, -2.60], [-1.02, 2.40, -1.32], [0.74, 3.24, -0.10], [1.60, 1.89, -0.96], [2.14, 4.66, -1.01], [3.10, 3.42, -1.64], [-2.83, 5.47, -1.39], [-2.86, 3.65, -1.35], [-3.70, 4.51, -4.14], [-4.46, 5.75, -3.06], [-5.81, 3.58, -3.84], [-6.05, 4.23, -2.17], [-3.98, 1.91, -2.93], [-5.75, 1.53, -2.74], [-2.90, 1.79, 0.23], [-3.04, 0.76, -1.27], [-4.03, 0.35, 0.23], [-5.82, 4.11, 1.60], [-4.50, 4.54, 0.39], [-6.30, 4.80, -0.04], [1.01, 1.79, -4.58], [-9.46, 3.19, 2.09], [-9.02, 3.80, 3.44], [-9.05, 2.88, 4.66], [-10.26, 2.37, 4.92], [-8.68, 3.57, 5.77], [-9.75, 4.93, 3.66], [-7.73, 4.22, 3.27], [-10.83, 3.39, 1.68], [-11.82, 2.54, 2.20], [-12.81, 3.27, 3.12], [-12.18, 3.91, 4.13], [-13.66, 2.39, 3.69], [-11.24, 1.47, 2.77], [-12.50, 2.06, 1.13], [-8.88, 3.70, 1.32], [-9.17, 2.14, 2.00], [-8.35, 2.05, 4.53], [-13.39, 4.00, 2.57], [4.80, -2.03, -3.10], [3.48, -1.51, -3.71], [2.85, -0.29, -3.04], [2.55, -0.48, -1.75], [1.68, 0.03, -3.66], [2.60, -2.54, -3.78], [3.76, -1.17, -5.00], [4.74, -3.12, -2.17], [4.44, -2.84, -0.82], [3.07, -3.39, -0.38], [2.07, -2.97, -1.17], [2.78, -2.98, 0.88], [4.57, -1.52, -0.61], [5.41, -3.43, -0.08], [5.37, -2.44, -3.94], [5.43, -1.22, -2.72], [3.50, 0.58, -3.12], [3.08, -4.48, -0.40], [10.53, -4.75, 0.84], [11.07, -4.23, 2.20], [11.21, -5.27, 3.32], [10.05, -5.87, 3.65], [11.65, -4.66, 4.45], [10.31, -3.18, 2.59], [12.31, -3.73, 1.95], [9.12, -4.60, 0.57], [8.23, -5.55, 1.09], [7.30, -4.98, 2.17], [7.98, -4.39, 3.17], [6.54, -5.96, 2.73], [8.92, -6.63, 1.51], [7.48, -5.98, 0.05], [11.00, -4.13, 0.08], [10.86, -5.77, 0.63], [11.93, -6.04, 3.05], [6.62, -4.23, 1.74], [3.54, -8.44, 1.82], [2.52, -7.28, 1.64], [2.17, -6.48, 2.90], [1.64, -7.23, 3.88], [1.24, -5.53, 2.60], [1.41, -7.78, 1.04], [3.07, -6.41, 0.75], [3.02, -9.77, 2.00], [2.62, -10.16, 3.29], [1.11, -10.40, 3.40], [0.39, -9.32, 3.01], [0.75, -10.65, 4.68], [3.09, -9.28, 4.20], [3.26, -11.33, 3.55], [4.08, -8.50, 0.88], [4.30, -8.20, 2.57], [3.05, -5.97, 3.29], [0.80, -11.25, 2.78]]}

=====

Question: Number 1 is which compound?
Answer: C4H14O2S2